Entry from the OMol25 dataset: a cluster of 2 separate species, C5H12OS in total at a distorted geometry (ωB97M-V/def2-TZVPD).

Values from the calculation:
largest force on an atom = 4.0 eV/A
HOMO-LUMO gap = 9.958 eV
E_LUMO = 0.85 eV

```
19
C5H12OS ωB97M-V/def2-TZVPD
C 1.93125 -1.00747 -2.20872
C 0.63322 1.77113 1.63779
C -2.23995 0.18666 2.03085
C 0.60575 -1.62839 -2.02854
C 0.09414 0.77274 1.03214
O -1.95241 2.50814 0.67907
S -1.61717 1.08927 0.51222
H 2.13261 -1.05279 -3.32603
H 1.91028 -0.06878 -1.69967
H 2.67794 -1.66731 -1.72330
H -0.00926 2.67884 1.63213
H 1.58166 1.96456 2.10351
H 0.18385 -1.47776 -1.00985
H -3.09996 0.78551 2.13062
H -1.48303 0.33732 2.72721
H -2.29733 -0.89881 1.62950
H 0.60303 -2.80675 -2.10311
H -0.14684 -1.26566 -2.71354
H 0.49222 -0.22045 0.69769
```

Here is what natural (NBO) gives for the atomic charges, in e: number 1, C, carries -0.62; number 2, C, carries -0.39; number 3, C, carries -0.78; number 4, C, carries -0.59; number 5, C, carries -0.45; number 6, O, carries -0.97; number 7, S, carries 1.21; number 8, H, carries 0.21; number 9, H, carries 0.21; number 10, H, carries 0.20; number 11, H, carries 0.23; number 12, H, carries 0.22; number 13, H, carries 0.18; number 14, H, carries 0.24; number 15, H, carries 0.23; number 16, H, carries 0.23; number 17, H, carries 0.20; number 18, H, carries 0.21; number 19, H, carries 0.23



Entry from the OMol25 dataset: a cluster of 2 separate species, C5H12OS in total at a distorted geometry (ωB97M-V/def2-TZVPD).

Values from the calculation:
largest force on an atom = 3.7 eV/A
HOMO-LUMO gap (alpha / beta) = 7.828 / 8.021 eV
E_LUMO (alpha / beta) = 0.51 / -0.03 eV

```
19
C5H12OS ωB97M-V/def2-TZVPD
C 0.15629 -0.40541 1.07698
C -0.03662 -1.70286 1.80891
C -0.44218 0.90713 1.67022
C 1.30125 1.09537 -0.86014
C -1.52073 -0.82623 -2.74071
O 1.43097 -1.68705 -0.75683
S 0.51940 -0.55163 -0.50611
H 0.02350 -1.52062 2.85430
H 0.66411 -2.50212 1.60288
H -1.04228 -2.06669 1.45568
H 0.39202 1.52268 2.04627
H -1.00539 0.77200 2.60955
H -1.10428 1.31447 0.91134
H 0.61271 1.77289 -0.50636
H 2.30688 1.20051 -0.35097
H 1.47065 1.12937 -1.88823
H -2.28665 -0.55081 -2.16124
H -0.86458 -0.24390 -3.24009
H -1.37986 -1.86220 -2.98637
```

Here is what natural (NBO) gives for the atomic charges, in e: number 1, C, carries -0.30; number 2, C, carries -0.65; number 3, C, carries -0.66; number 4, C, carries -0.78; number 5, C, carries -0.53; number 6, O, carries -0.96; number 7, S, carries 1.37; number 8, H, carries 0.22; number 9, H, carries 0.25; number 10, H, carries 0.22; number 11, H, carries 0.23; number 12, H, carries 0.23; number 13, H, carries 0.22; number 14, H, carries 0.22; number 15, H, carries 0.23; number 16, H, carries 0.23; number 17, H, carries 0.16; number 18, H, carries 0.16; number 19, H, carries 0.17



Entry from the OMol25 dataset: a cluster of 2 separate species, C5H12OS2 in total (ωB97M-V/def2-TZVPD).

Values from the calculation:
largest force on an atom = 0.6 eV/A
HOMO-LUMO gap = 9.106 eV
E_LUMO = 0.47 eV

```
20
C5H12OS2 ωB97M-V/def2-TZVPD
C -1.21305 -2.44597 1.91427
C -0.48051 -2.67263 0.63233
C -0.08104 -1.72823 -0.20156
O 0.47465 -2.00654 -1.41323
H -0.60711 -2.71120 2.77819
H -1.52698 -1.41094 2.00638
H -2.11287 -3.05659 1.93430
H -0.27932 -3.70023 0.34940
H -0.19452 -0.67900 0.06168
H 1.06258 -1.28262 -1.67405
C -1.02143 2.00635 -0.79233
C 0.40642 2.07294 -0.29569
S 1.57494 1.89343 -1.70156
S 3.37430 2.03632 -0.72088
H -1.21979 1.07792 -1.32670
H -1.24169 2.84454 -1.44456
H -1.69495 2.05434 0.06359
H 0.64436 1.29670 0.42551
H 0.64128 3.03748 0.15400
H 3.49472 3.37394 -0.74910
```

Here is what natural (NBO) gives for the atomic charges, in e: number 1, C, carries -0.63; number 2, C, carries -0.27; number 3, C, carries 0.12; number 4, O, carries -0.69; number 5, H, carries 0.21; number 6, H, carries 0.20; number 7, H, carries 0.21; number 8, H, carries 0.20; number 9, H, carries 0.15; number 10, H, carries 0.48; number 11, C, carries -0.63; number 12, C, carries -0.51; number 13, S, carries 0.07; number 14, S, carries -0.13; number 15, H, carries 0.22; number 16, H, carries 0.22; number 17, H, carries 0.22; number 18, H, carries 0.21; number 19, H, carries 0.22; number 20, H, carries 0.12



Entry from the OMol25 dataset: a cluster of 2 separate species, C5H12S in total at a distorted geometry (ωB97M-V/def2-TZVPD).

Values from the calculation:
largest force on an atom = 2.9 eV/A
HOMO-LUMO gap = 9.389 eV
E_LUMO = 0.92 eV

```
18
C5H12S ωB97M-V/def2-TZVPD
C 1.92513 -1.07917 -0.89715
C 0.96987 -0.55464 -1.71099
C 0.10745 -1.44520 -2.49428
H 2.47000 -0.43056 -0.22160
H 2.08043 -2.14518 -0.91343
H 0.98929 0.52038 -2.04233
H -1.01062 -1.27796 -2.29438
H 0.22379 -1.26797 -3.58781
H 0.44425 -2.43895 -2.15443
C -1.70788 1.36401 1.06386
C -1.37948 0.20869 2.09620
S 0.31062 -0.51090 1.61555
H -1.89151 0.86470 0.05213
H -2.66628 1.75219 1.54652
H -0.99997 2.20189 1.12015
H -2.02929 -0.63684 2.01291
H -1.28268 0.61335 3.11781
H -0.03488 -1.32720 0.58939
```

Here is what natural (NBO) gives for the atomic charges, in e: number 1, C, carries -0.42; number 2, C, carries -0.17; number 3, C, carries -0.66; number 4, H, carries 0.21; number 5, H, carries 0.19; number 6, H, carries 0.20; number 7, H, carries 0.21; number 8, H, carries 0.22; number 9, H, carries 0.21; number 10, C, carries -0.62; number 11, C, carries -0.47; number 12, S, carries -0.11; number 13, H, carries 0.22; number 14, H, carries 0.20; number 15, H, carries 0.22; number 16, H, carries 0.21; number 17, H, carries 0.22; number 18, H, carries 0.13



Entry from the OMol25 dataset: an isolated molecule of C5H12S2 at a distorted geometry (ωB97M-V/def2-TZVPD).

Values from the calculation:
largest force on an atom = 1.2 eV/A
HOMO-LUMO gap = 9.599 eV
E_LUMO = 0.91 eV

```
19
C5H12S2 ωB97M-V/def2-TZVPD
C -0.61557 1.46013 -2.28678
C -0.07478 0.05419 -2.42124
C 0.70300 -0.40160 -1.19976
S -0.38291 -1.45446 -0.20885
S 0.66535 -2.17404 1.32163
C 0.47615 -1.02437 2.75404
C -0.42386 0.18343 2.56643
H -1.35854 1.74079 -3.02012
H -1.09623 1.67146 -1.32688
H 0.22124 2.16378 -2.36851
H -0.90596 -0.64189 -2.57171
H 0.53189 -0.10388 -3.29637
H 1.11866 0.45855 -0.68537
H 1.52716 -1.02880 -1.46526
H 1.45633 -0.65971 3.08237
H 0.23585 -1.70293 3.56702
H 0.15927 1.09592 2.40211
H -1.13905 0.04605 1.74675
H -1.09802 0.31736 3.41052
```

Here is what natural (NBO) gives for the atomic charges, in e: number 1, C, carries -0.61; number 2, C, carries -0.42; number 3, C, carries -0.54; number 4, S, carries 0.10; number 5, S, carries 0.07; number 6, C, carries -0.53; number 7, C, carries -0.64; number 8, H, carries 0.21; number 9, H, carries 0.21; number 10, H, carries 0.20; number 11, H, carries 0.21; number 12, H, carries 0.21; number 13, H, carries 0.21; number 14, H, carries 0.22; number 15, H, carries 0.21; number 16, H, carries 0.22; number 17, H, carries 0.21; number 18, H, carries 0.23; number 19, H, carries 0.22



Entry from the OMol25 dataset: an isolated molecule of C5H12Si at a distorted geometry (ωB97M-V/def2-TZVPD).

Values from the calculation:
largest force on an atom = 6.1 eV/A
HOMO-LUMO gap = 9.310 eV
E_LUMO = 0.92 eV

```
18
C5H12Si ωB97M-V/def2-TZVPD
C -2.24970 0.26482 0.48501
C -1.09625 -0.60017 0.25494
C -0.55618 -0.99231 -1.11831
Si 0.67074 -0.08299 -0.11430
C 0.86988 1.79145 -0.28838
C 2.25562 -1.04963 0.48131
H -2.23018 1.16506 -0.31387
H -2.23080 0.73701 1.46688
H -3.23466 -0.23498 0.33143
H -1.26513 -1.67941 1.02149
H -0.52342 -2.09675 -1.32584
H -1.09309 -0.50350 -1.81510
H 0.27630 2.39667 -1.01288
H 0.65759 2.30156 0.63014
H 1.92696 1.79230 -0.70428
H 3.27112 -0.87416 -0.00488
H 2.42779 -1.03951 1.56307
H 2.00430 -2.06377 0.13536
```

Here is what natural (NBO) gives for the atomic charges, in e: number 1, C, carries -0.62; number 2, C, carries -0.58; number 3, C, carries -0.85; number 4, Si, carries 1.49; number 5, C, carries -1.11; number 6, C, carries -1.08; number 7, H, carries 0.19; number 8, H, carries 0.22; number 9, H, carries 0.21; number 10, H, carries 0.20; number 11, H, carries 0.24; number 12, H, carries 0.22; number 13, H, carries 0.25; number 14, H, carries 0.25; number 15, H, carries 0.24; number 16, H, carries 0.25; number 17, H, carries 0.24; number 18, H, carries 0.24